(1)
ORCA calculation (ωB97M-V/def2-TZVPD) on an isolated molecule of C20H31NO4.

Its gap between HOMO and LUMO is 0.329 Eh. As for the SMILES: CCOC(=O)C1(Cc2cccc(OC)c2)CCN([C@H](C)COC)CC1. The value obtained for the total energy is -1136.3995 a.u. The value obtained for the largest force on an atom is 0.609 eV/A. The value obtained for the LUMO energy is 0.7980 eV.

Cartesian coordinates (Å):
C  -0.97  1.62  3.01
C  -1.62  0.48  2.23
H  -1.29  -0.48  2.64
H  -2.71  0.54  2.28
O  -1.31  0.52  0.84
C  -0.11  0.04  0.48
O  0.70  -0.35  1.28
C  0.08  0.05  -1.03
C  -1.17  -0.48  -1.74
H  -2.04  0.09  -1.44
C  -1.39  -1.96  -1.44
N  -0.25  -2.72  -1.89
C  0.92  -2.34  -1.12
C  1.26  -0.87  -1.39
H  1.49  -0.75  -2.44
H  2.13  -0.60  -0.79
H  1.77  -2.95  -1.45
H  0.78  -2.49  -0.04
C  -0.45  -4.16  -2.03
C  -1.22  -4.45  -3.32
H  -1.20  -5.51  -3.54
H  -0.75  -3.91  -4.14
H  -2.26  -4.14  -3.24
C  -1.18  -4.84  -0.84
O  -0.58  -4.64  0.42
C  0.55  -5.43  0.66
H  0.85  -5.23  1.69
H  0.33  -6.49  0.55
H  1.39  -5.17  0.00
H  -2.19  -4.44  -0.75
H  -1.26  -5.92  -1.06
H  0.54  -4.60  -2.12
H  -2.28  -2.30  -1.97
H  -1.57  -2.09  -0.35
H  -1.03  -0.37  -2.82
C  0.34  1.51  -1.48
C  0.94  2.38  -0.40
C  2.26  2.22  0.01
C  2.77  3.01  1.02
C  2.00  3.99  1.61
C  0.68  4.18  1.19
C  0.16  3.37  0.19
H  -0.86  3.48  -0.15
O  -0.01  5.18  1.81
C  -1.30  5.48  1.36
H  -1.63  6.33  1.97
H  -2.00  4.65  1.51
H  -1.31  5.77  0.31
H  2.38  4.62  2.40
H  3.79  2.87  1.34
H  2.88  1.47  -0.46
H  -0.61  1.95  -1.78
H  1.00  1.49  -2.35
H  -1.24  1.54  4.06
H  -1.30  2.58  2.63
H  0.11  1.56  2.92



(2)
ORCA calculation (ωB97M-V/def2-TZVPD) on a structure of composition C20H32AgAsN6O5S.

As for the charge: -2. Its gap between HOMO and LUMO is 0.236 Eh. The value obtained for the total energy is -4267.1090 a.u. The value obtained for the largest force on an atom is 0.168 eV/A. The value obtained for the LUMO energy is 4.2495 eV.

Cartesian coordinates (Å):
Ag  2.22  -0.19  1.19
N  3.02  2.22  -0.77
C  4.30  2.29  -0.05
C  4.29  2.18  1.48
O  5.21  2.79  2.08
N  3.32  1.47  2.04
C  3.33  1.49  3.50
C  2.26  0.58  4.15
O  1.68  1.03  5.16
O  2.07  -0.55  3.62
H  2.78  1.26  -0.99
H  2.30  2.52  -0.12
H  4.78  3.25  -0.25
H  4.97  1.52  -0.44
H  3.19  2.51  3.87
H  4.30  1.15  3.89
C  -0.70  -1.12  2.49
N  -2.09  -1.31  2.95
C  -2.40  -0.23  3.89
N  -2.27  1.10  3.28
C  -0.88  1.23  2.81
N  -0.54  0.19  1.84
C  -1.45  0.27  0.71
N  -2.86  0.11  1.12
C  -2.97  -1.19  1.80
C  -3.15  1.15  2.11
H  -0.44  -1.89  1.77
H  0.00  -1.17  3.33
H  -1.71  -0.29  4.73
H  -3.43  -0.35  4.25
H  -0.21  1.16  3.67
H  -0.76  2.21  2.34
H  -1.20  -0.51  0.00
H  -1.34  1.24  0.23
H  -2.73  -1.98  1.08
H  -4.01  -1.32  2.13
H  -4.19  1.03  2.45
H  -3.05  2.12  1.63
C  -0.06  2.59  -2.11
As  -0.89  1.82  -3.66
C  -1.90  0.34  -2.97
C  0.59  1.01  -4.59
S  -2.03  3.13  -4.84
H  0.39  1.76  -1.56
H  -0.81  3.09  -1.50
H  0.72  3.29  -2.39
H  -1.20  -0.34  -2.48
H  -2.40  -0.17  -3.79
H  -2.63  0.71  -2.25
H  1.16  0.46  -3.84
H  1.18  1.80  -5.05
H  0.20  0.35  -5.36
O  1.31  -0.56  -1.94
C  1.01  -1.56  -1.26
O  1.26  -1.77  -0.05
C  0.21  -2.67  -1.95
C  0.13  -2.73  -3.33
C  -0.63  -3.71  -3.95
C  -1.34  -4.63  -3.19
C  -1.26  -4.57  -1.80
C  -0.49  -3.60  -1.19
H  0.67  -1.99  -3.92
H  -0.68  -3.76  -5.03
H  -1.94  -5.39  -3.67
H  -1.82  -5.28  -1.20
H  -0.40  -3.55  -0.11



(3)
ORCA calculation (ωB97M-V/def2-TZVPD) on a structure of composition C20H32AuN3.

As for the charge: +2. Its gap between HOMO and LUMO is 0.267 Eh. The value obtained for the total energy is -1080.6348 a.u. The value obtained for the largest force on an atom is 1.297 eV/A. The value obtained for the LUMO energy is -7.1679 eV.

Cartesian coordinates (Å):
Au  -0.08  -0.08  0.30
C  0.45  2.39  1.80
C  1.08  2.32  0.47
C  1.84  1.15  0.42
C  1.56  0.38  1.61
C  0.77  1.25  2.49
H  -0.15  3.21  2.15
H  1.00  3.07  -0.29
H  2.53  0.85  -0.36
H  2.12  -0.49  1.93
H  0.47  0.99  3.49
C  -0.74  -2.60  -3.21
C  -1.14  -1.15  -3.04
N  -2.50  -0.96  -2.52
C  -3.55  -1.54  -3.38
C  -4.10  -2.85  -2.85
C  -2.82  -0.21  -1.47
C  -4.27  0.16  -1.31
N  -1.97  0.30  -0.59
H  0.27  -2.66  -3.60
H  -1.39  -3.11  -3.92
H  -0.78  -3.14  -2.27
H  -1.11  -0.64  -4.01
H  -0.45  -0.61  -2.40
H  -3.08  -1.68  -4.36
H  -4.33  -0.80  -3.54
H  -3.31  -3.58  -2.71
H  -4.81  -3.26  -3.56
H  -4.63  -2.72  -1.91
H  -4.62  0.72  -2.17
H  -4.41  0.78  -0.42
H  -4.90  -0.72  -1.21
H  -2.48  0.93  0.01
C  -1.11  -1.88  3.85
N  -2.19  -2.64  3.17
C  -3.53  -2.33  3.76
C  -2.19  -2.43  1.67
C  -0.92  -2.95  1.07
C  -0.74  -4.33  1.01
C  0.44  -4.89  0.56
C  1.47  -4.05  0.16
C  1.31  -2.68  0.19
C  0.11  -2.11  0.63
H  -1.16  -2.08  4.92
H  -1.27  -0.82  3.65
H  -0.15  -2.19  3.44
H  -2.01  -3.63  3.33
H  -3.74  -1.28  3.58
H  -3.49  -2.52  4.83
H  -4.27  -2.96  3.29
H  -2.35  -1.37  1.51
H  -3.06  -2.98  1.31
H  -1.56  -4.99  1.31
H  0.55  -5.96  0.52
H  2.40  -4.48  -0.18
H  2.12  -2.05  -0.14



(4)
ORCA calculation (ωB97M-V/def2-TZVPD) on a cluster of 11 separate species, C20H32BBrFN10OP in total.

Its gap between HOMO and LUMO is 0.309 Eh. As for the SMILES: OP(Br)BF.CC#N.CC#N.CC#N.CC#N.CC#N.CC#N.CC#N.CC#N.CC#N.CC#N. The value obtained for the total energy is -4444.1503 a.u. The value obtained for the largest force on an atom is 2.019 eV/A. The value obtained for the LUMO energy is 0.1233 eV.

Cartesian coordinates (Å):
O  5.33  -3.44  0.32
P  4.62  -2.33  -0.65
Br  5.49  -0.35  -0.02
B  2.81  -2.35  0.12
F  1.91  -2.80  -0.68
H  6.14  -3.75  -0.14
H  2.61  -1.97  1.22
C  0.26  1.00  1.70
C  1.36  0.31  2.37
N  2.22  -0.23  2.90
H  -0.33  1.56  2.41
H  0.66  1.68  0.95
H  -0.38  0.27  1.20
C  7.52  1.35  3.14
C  7.24  2.44  2.21
N  7.00  3.28  1.48
H  8.58  1.34  3.39
H  6.94  1.48  4.05
H  7.26  0.40  2.68
C  -2.56  3.47  0.05
C  -2.69  2.70  1.28
N  -2.79  2.07  2.24
H  -2.34  4.51  0.30
H  -1.76  3.07  -0.56
H  -3.50  3.43  -0.50
C  2.65  2.91  -1.20
C  1.19  2.97  -1.29
N  0.06  3.02  -1.37
H  2.96  1.92  -0.89
H  3.10  3.14  -2.16
H  2.99  3.64  -0.46
C  -3.74  -0.84  -0.45
C  -3.93  0.17  -1.48
N  -4.09  0.96  -2.29
H  -2.68  -0.93  -0.22
H  -4.28  -0.57  0.45
H  -4.11  -1.81  -0.80
C  6.32  -5.66  -3.33
C  6.93  -4.84  -2.28
N  7.40  -4.20  -1.47
H  5.71  -5.03  -3.98
H  7.10  -6.13  -3.93
H  5.70  -6.43  -2.88
C  -6.23  -3.13  2.75
C  -6.39  -2.12  1.71
N  -6.52  -1.33  0.89
H  -5.17  -3.23  3.00
H  -6.78  -2.84  3.64
H  -6.60  -4.09  2.39
C  2.29  7.36  -0.27
C  2.32  6.07  0.43
N  2.34  5.07  0.96
H  1.31  7.81  -0.16
H  3.04  8.02  0.16
H  2.50  7.21  -1.32
C  -10.02  -1.54  0.02
C  -10.11  -2.73  0.86
N  -10.18  -3.66  1.52
H  -10.95  -0.97  0.07
H  -9.20  -0.91  0.37
H  -9.83  -1.83  -1.01
C  -1.23  -2.44  -3.24
C  -0.89  -1.42  -2.25
N  -0.63  -0.63  -1.48
H  -0.46  -2.47  -4.00
H  -1.30  -3.41  -2.76
H  -2.18  -2.19  -3.70



What is the formula in the first record? C20H31NO4



What is the largest force on an atom in the third record? 1.297 eV/A